The following is a DFT calculation (wB97M-V/def2-TZVPD) of one molecule with the formula C6H14O.

Geometry as XYZ:
```
21
Properties=species:S:1:pos:R:3:lowdin_charge:R:1
C 3.271 -1.054 -0.402 -0.12
C 1.839 -0.783 -0.867 -0.28
C 0.880 -0.412 0.264 -0.24
C -0.507 -0.039 -0.257 -0.23
C -1.435 0.551 0.802 -0.21
C -2.743 1.034 0.200 -0.30
O -3.531 1.598 1.231 -0.07
H 3.981 -0.953 -1.229 0.07
H 3.380 -2.063 0.008 0.07
H 3.573 -0.346 0.379 0.07
H 1.842 0.040 -1.595 0.11
H 1.453 -1.659 -1.404 0.11
H 0.804 -1.238 0.986 0.12
H 1.298 0.442 0.818 0.11
H -0.978 -0.922 -0.713 0.12
H -0.387 0.695 -1.069 0.11
H -1.654 -0.186 1.585 0.12
H -0.949 1.403 1.296 0.12
H -2.528 1.777 -0.586 0.12
H -3.263 0.190 -0.283 0.12
H -4.348 1.924 0.837 0.08
```

HOMO level: -10.30 eV
E: -312.2412 Eh
HOMO-LUMO gap: 11.31 eV
SMILES: CCCCCCO
net charge: 0

=====

The following is a DFT calculation (wB97M-V/def2-TZVPD) of a 2-piece molecular cluster, C2H8OS2 overall.

Geometry as XYZ:
```
13
Properties=species:S:1:pos:R:3:lowdin_charge:R:1
C 0.846 -0.781 -0.114 -0.09
C 0.650 -1.277 -1.533 -0.31
O -0.565 -0.684 -2.027 -0.09
H -0.067 -0.918 0.461 0.07
H 1.650 -1.306 0.391 0.07
H 1.110 0.274 -0.131 0.07
H 0.528 -2.355 -1.556 0.10
H 1.457 -0.929 -2.178 0.11
H -0.486 -0.629 -2.982 0.07
S -0.961 2.393 3.445 0.22
S -1.874 2.672 1.596 0.22
H 0.244 2.033 2.990 -0.22
H -2.533 1.506 1.638 -0.21
```

HOMO level: -9.43 eV
E: -952.5868 Eh
HOMO-LUMO gap: 9.83 eV
SMILES: CCO.SS
net charge: 0

=====

The following is a DFT calculation (wB97M-V/def2-TZVPD) of one molecule with the formula C4H7Cl in a non-equilibrium geometry.

Geometry as XYZ:
```
12
Properties=species:S:1:pos:R:3:lowdin_charge:R:1
C -1.375 -1.336 -0.823 0.05
C -0.199 -0.779 -0.666 -0.47
C 0.773 -0.403 -1.683 -0.07
C 0.153 -0.364 0.738 -0.61
Cl 0.228 1.356 1.171 0.55
H -2.236 -1.340 -0.152 0.08
H -1.538 -1.688 -1.821 0.06
H 0.572 0.460 -2.278 0.08
H 1.725 -0.296 -1.092 0.10
H 0.772 -1.246 -2.393 0.09
H -0.495 -0.858 1.377 0.03
H 1.200 -0.784 1.057 0.11
```

HOMO level: -9.80 eV
E: -616.7563 Eh
HOMO-LUMO gap: 10.77 eV
SMILES: C=C(C)CCl
net charge: 0

=====

The following is a DFT calculation (wB97M-V/def2-TZVPD) of a 6-piece molecular cluster, C24H66N6O6 overall in a non-equilibrium geometry.

Geometry as XYZ:
```
102
Properties=species:S:1:pos:R:3:lowdin_charge:R:1
C -8.214 -2.076 0.526 -0.11
O -7.376 -2.407 -0.561 -0.20
C -6.196 -3.135 -0.208 -0.20
C -5.428 -3.568 -1.444 -0.42
C -4.281 -4.599 -1.177 -0.05
N -4.876 -2.319 -1.972 0.04
H -7.633 -1.526 1.266 0.09
H -8.592 -3.001 0.962 0.08
H -9.143 -1.583 0.241 0.09
H -5.550 -2.540 0.437 0.13
H -6.562 -3.990 0.360 0.12
H -6.026 -4.095 -2.188 0.13
H -4.600 -5.601 -0.889 0.07
H -3.589 -4.144 -0.469 0.07
H -3.685 -4.716 -2.082 0.06
H -5.598 -1.620 -1.872 0.07
H -4.969 -2.573 -2.945 0.08
C -0.013 0.600 0.980 -0.10
O 0.481 -0.197 -0.077 -0.19
C -0.133 -0.139 -1.368 -0.16
C -1.189 -1.224 -1.677 -0.44
C -0.572 -2.562 -2.072 -0.06
N -2.238 -0.893 -2.608 0.02
H -1.076 0.419 1.140 0.08
H 0.044 1.676 0.822 0.05
H 0.495 0.340 1.909 0.09
H -0.575 0.823 -1.628 0.12
H 0.609 -0.298 -2.151 0.12
H -1.814 -1.491 -0.824 0.12
H 0.203 -2.888 -1.377 0.06
H -0.031 -2.450 -3.012 0.08
H -1.285 -3.347 -2.325 0.07
H -2.895 -0.149 -2.421 0.07
H -2.724 -1.747 -2.841 0.03
C -1.994 7.979 1.607 -0.13
O -2.526 6.694 1.494 -0.19
C -2.579 6.035 2.765 -0.22
C -3.166 4.673 2.544 -0.41
C -2.322 3.823 1.473 -0.04
N -4.491 4.889 2.009 0.03
H -2.190 8.500 0.670 0.09
H -0.948 8.117 1.881 0.08
H -2.560 8.556 2.339 0.08
H -1.575 5.728 3.059 0.12
H -3.050 6.554 3.599 0.13
H -3.160 4.246 3.547 0.13
H -2.185 4.354 0.531 0.08
H -2.843 2.876 1.333 0.06
H -1.348 3.519 1.856 0.04
H -4.454 5.560 1.255 0.07
H -4.823 4.095 1.480 0.06
C 1.535 -2.598 1.563 -0.11
O 2.026 -3.882 1.920 -0.20
C 3.445 -4.132 1.826 -0.15
C 3.844 -5.548 2.417 -0.43
C 5.282 -6.025 2.536 -0.08
N 3.149 -6.599 1.747 0.04
H 1.659 -1.934 2.418 0.08
H 0.456 -2.676 1.429 0.09
H 2.112 -2.091 0.790 0.08
H 3.783 -3.980 0.801 0.10
H 4.014 -3.413 2.415 0.12
H 3.626 -5.394 3.474 0.12
H 5.459 -6.975 3.039 0.08
H 5.814 -5.208 3.024 0.07
H 5.812 -6.098 1.586 0.07
H 3.128 -7.497 2.209 0.08
H 2.263 -6.373 1.318 0.06
C 1.177 4.225 1.118 -0.13
O 2.394 4.796 0.788 -0.17
C 2.365 5.773 -0.205 -0.20
C 2.645 7.132 0.460 -0.43
C 2.514 8.259 -0.616 -0.07
N 3.982 7.288 1.017 0.03
H 0.681 3.799 0.247 0.08
H 0.549 5.037 1.485 0.08
H 1.297 3.422 1.845 0.09
H 3.222 5.594 -0.854 0.13
H 1.527 5.893 -0.892 0.13
H 1.929 7.446 1.220 0.12
H 1.438 8.416 -0.552 0.06
H 2.906 8.072 -1.616 0.07
H 2.984 9.212 -0.372 0.07
H 3.985 7.906 1.816 0.07
H 4.093 6.365 1.412 0.06
C 2.154 -5.278 -1.650 -0.10
O 3.507 -4.857 -1.867 -0.22
C 3.853 -4.098 -3.108 -0.09
C 4.189 -2.633 -2.577 -0.42
C 4.493 -1.672 -3.704 -0.09
N 5.362 -2.613 -1.667 0.03
H 1.891 -4.800 -0.706 0.06
H 1.996 -6.314 -1.348 0.08
H 1.426 -4.912 -2.374 0.08
H 4.590 -4.602 -3.734 0.12
H 2.977 -3.862 -3.712 0.10
H 3.406 -2.168 -1.978 0.12
H 3.669 -1.676 -4.418 0.07
H 5.344 -1.974 -4.313 0.08
H 4.677 -0.642 -3.396 0.08
H 5.240 -3.457 -1.126 0.04
H 5.375 -1.829 -1.030 0.07
```

HOMO level: -8.45 eV
E: -1733.7216 Eh
HOMO-LUMO gap: 8.93 eV
SMILES: COC[C@H](C)N.COC[C@H](C)N.COC[C@H](C)N.COC[C@H](C)N.COC[C@H](C)N.COC[C@H](C)N
net charge: 0

=====

The following is a DFT calculation (wB97M-V/def2-TZVPD) of C11H25ClMnNO6P2 as an isolated structure in a non-equilibrium geometry.

Geometry as XYZ:
```
47
Properties=species:S:1:pos:R:3:lowdin_charge:R:1
C -2.932 -1.408 -3.044 -0.02
C -2.190 -0.622 -2.137 -0.35
N -0.958 -1.116 -1.721 -0.03
C -0.421 -2.253 -2.204 -0.31
C -1.144 -3.027 -3.095 -0.03
C -2.402 -2.598 -3.515 -0.03
C -2.654 0.616 -1.583 -0.28
P -1.504 1.609 -0.684 0.81
Mn -0.047 -0.105 -0.277 0.60
P 1.543 -1.724 -0.308 0.83
C 0.987 -2.650 -1.775 -0.24
O -4.168 -1.066 0.420 -0.05
O -2.052 -2.092 1.286 -0.16
H -3.901 -1.024 -3.372 0.13
H -0.676 -3.939 -3.443 0.12
H -2.974 -3.213 -4.196 0.12
C -0.904 3.108 -1.472 -0.21
C -2.279 2.129 0.860 -0.21
H 1.035 -3.724 -1.542 0.11
H 1.726 -2.454 -2.570 0.11
H -4.030 -0.532 -0.409 0.04
H -3.564 1.054 -2.003 0.09
C 3.314 -1.398 -0.327 -0.21
C 1.291 -2.861 1.080 -0.21
H -1.000 -0.674 3.641 0.06
H -2.195 -3.037 1.423 0.05
H -2.935 -1.799 0.850 -0.01
H -5.071 -1.444 0.427 0.10
H 0.899 0.559 -1.358 0.14
H -1.348 -0.868 2.979 0.01
H -1.682 3.883 -1.492 0.07
H -0.038 3.480 -0.904 0.06
H -0.572 2.900 -2.495 0.06
H -2.921 3.000 0.661 0.07
H -2.874 1.301 1.271 0.05
H -1.484 2.394 1.577 0.05
H 1.745 -3.840 0.850 0.07
H 1.759 -2.433 1.985 0.08
H 0.208 -2.965 1.269 0.03
H 3.888 -2.328 -0.157 0.07
H 3.594 -0.973 -1.306 0.07
H 3.553 -0.658 0.463 0.05
O 2.507 2.604 0.535 -0.32
Cl 2.017 1.948 1.727 0.73
O 2.960 0.963 2.214 -0.32
O 1.646 2.888 2.746 -0.27
O 0.731 1.184 1.329 -0.51
```

⟨S²⟩: 3.987
HOMO level (alpha / beta): -11.01 / -11.00 eV
E: -3233.6469 Eh
HOMO-LUMO gap (alpha / beta): 5.22 / 6.27 eV
net charge: +1
multiplicity: 4

=====

The following is a DFT calculation (wB97M-V/def2-TZVPD) of a 3-piece molecular cluster, C2H11NO2S2 overall.

Geometry as XYZ:
```
18
Properties=species:S:1:pos:R:3:lowdin_charge:R:1
N 2.375 0.036 0.283 -0.01
C 1.363 1.079 0.423 -0.37
C 0.215 0.551 1.295 -0.59
S -1.155 1.735 1.176 0.42
S -2.528 0.756 2.430 0.31
H 2.855 0.118 -0.601 0.06
H 1.931 -0.874 0.309 0.03
H 1.828 1.933 0.912 0.10
H 0.895 1.411 -0.519 0.09
H -0.134 -0.415 0.938 0.05
H 0.562 0.503 2.322 0.07
H -3.018 1.908 2.907 -0.21
O 0.377 -2.081 -0.889 -0.06
H 0.910 -2.581 -1.516 0.05
H -0.484 -1.911 -1.298 0.01
O -1.742 -0.975 -2.636 -0.05
H -2.168 -0.891 -3.499 0.05
H -2.082 -0.302 -2.038 0.05
```

HOMO level: -8.33 eV
E: -1084.3937 Eh
HOMO-LUMO gap: 8.76 eV
SMILES: NCCSS.O.O
net charge: 0